The following is a DFT calculation (ωB97M-V/def2-TZVPD) of a structure of composition C31H33ClN2O2Si2Y in a non-equilibrium geometry.

Element x y z (Å)
C -2.405 0.194 -2.743
C 0.201 2.259 2.640
H -3.819 -0.176 1.872
H -3.894 -0.688 -4.042
C 4.639 -1.058 -0.313
H -4.567 -2.270 -0.186
H 3.727 -1.686 -2.272
Si -0.302 1.534 -1.279
H -5.386 0.831 -0.311
H 0.321 2.809 3.565
H 3.041 -3.232 -0.088
C -2.674 5.675 -0.934
H -1.629 0.033 -3.496
C -3.327 -3.477 -1.450
C -1.199 -2.479 0.034
H 4.584 -2.722 4.980
C -1.016 3.362 -1.178
C -0.972 -3.403 -1.006
C -2.032 -3.873 -1.789
C 4.108 1.183 -0.517
C 4.782 -3.688 4.500
C -2.713 4.882 -2.077
H 0.040 -3.776 -1.206
H 3.112 0.958 -2.535
N 2.526 -3.653 1.782
C -3.542 -2.536 -0.431
Y 2.185 -0.243 0.209
C 0.914 1.788 0.371
C -1.893 3.760 -2.202
H 5.247 0.416 1.262
H 0.539 1.238 -2.443
H -3.335 6.528 -0.814
C -2.080 0.790 -1.550
H 4.125 2.256 -0.356
C -0.870 4.276 -0.127
H 5.124 -1.961 0.035
C -4.774 -0.018 -2.187
H 5.727 -3.647 3.944
C 3.924 -0.897 -1.552
N 2.299 -2.923 0.570
Cl 2.450 -0.327 2.676
C -3.713 -0.219 -3.073
H -3.384 5.144 -2.883
H 4.815 -4.466 5.259
C -0.862 1.343 2.547
O 3.663 -4.035 3.648
H -3.222 1.998 -0.094
H -0.072 4.156 0.598
C -0.081 0.694 0.326
C 1.103 2.461 1.618
H 1.951 3.150 1.707
H 1.775 1.933 -0.346
O 4.616 -2.716 2.026
H -0.397 -2.231 0.733
H -1.845 -4.547 -2.640
H 1.757 -4.061 2.306
C -2.465 -1.888 0.195
C -1.137 0.626 1.400
Si -2.764 -0.191 0.953
H 1.415 -3.265 0.165
C -3.200 1.000 -0.564
H -1.949 3.162 -3.114
H -4.173 -3.893 -2.004
C 3.687 -3.395 2.449
C 3.603 0.494 -1.686
H 0.144 -0.349 -0.116
C 4.721 0.213 0.334
H -5.764 -0.379 -2.467
H -1.528 1.229 3.411
H -1.606 6.015 0.902
C -4.556 0.598 -0.978
C -1.717 5.380 0.029

Gap between HOMO and LUMO (alpha / beta), eV: 4.74 / 4.74
LUMO level (alpha / beta), eV: -4.34 / -4.34
Charge: +1
HOMO level (alpha / beta), Ha: -0.3335 / -0.3334
Electronic energy, a.u.: -2538.27462

Results of the Mulliken charge analysis, in e, for atoms 1 through 6: atom 1 (C): -0.522, atom 2 (C): -0.855, atom 3 (H): -0.201, atom 4 (H): 0.449, atom 5 (C): -0.467, atom 6 (H): 0.492


The following is a DFT calculation (ωB97M-V/def2-TZVPD) of the molecule C3H6N2O2 in a non-equilibrium geometry.

Element x y z (Å)
H -1.695 -0.112 0.419
H -0.626 -1.847 0.358
O 0.553 -2.748 -0.918
N -1.779 2.073 0.407
N 0.995 -0.671 0.019
C 0.263 -1.835 -0.169
H 1.982 -0.569 -0.077
C 0.438 0.617 0.158
H -1.407 0.623 -1.060
H -1.207 2.607 1.172
C -1.149 0.726 0.014
H -2.617 1.801 1.063
O 1.165 1.577 0.309

Gap between HOMO and LUMO, eV: 10.77
LUMO level, eV: 0.60
SMILES: NCC(=O)NC=O
HOMO level, Ha: -0.3739
Electronic energy, a.u.: -377.88443

Results of the natural (NBO) charge analysis, in e, for atoms 1 through 6: atom 1 (H): 0.199, atom 2 (H): 0.118, atom 3 (O): -0.524, atom 4 (N): -0.822, atom 5 (N): -0.672, atom 6 (C): 0.537


The following is a DFT calculation (ωB97M-V/def2-TZVPD) of a cluster of 6 separate species, C10H21Br2F6O9S2 in total in a non-equilibrium geometry.

Element x y z (Å)
C 15.666 5.885 -13.697
O 12.996 5.931 -14.524
S 14.176 10.569 -12.501
H 9.995 5.631 -17.633
Br 15.014 13.372 -20.580
H 12.850 6.373 -18.319
H 11.397 7.425 -17.923
H 14.918 12.095 -17.781
C 13.598 13.276 -19.120
C 9.202 9.206 -15.961
H 11.767 3.948 -19.331
H 8.815 8.453 -16.648
H 10.171 4.506 -19.702
C 9.998 9.576 -13.690
O 13.773 11.932 -12.116
C 9.597 8.537 -14.665
H 13.590 14.242 -18.616
H 11.693 6.654 -19.454
H 10.006 9.770 -16.434
H 9.214 10.312 -13.508
O 10.581 7.497 -14.767
H 12.594 13.203 -19.540
F 16.862 10.764 -11.816
F 15.410 6.903 -12.896
F 16.860 6.131 -14.210
S 14.340 5.839 -15.108
F 16.356 11.735 -13.592
H 10.840 10.175 -14.038
C 13.931 12.028 -18.238
C 16.097 10.581 -12.909
H 11.954 8.369 -15.431
C 11.012 5.272 -17.795
F 15.643 4.817 -12.941
H 10.303 3.357 -18.430
O 13.574 10.112 -13.731
O 11.476 4.755 -16.599
H 8.440 9.954 -15.742
O 14.022 9.626 -11.370
H 13.855 11.068 -18.748
O 14.657 4.621 -15.862
O 14.554 7.089 -15.821
H 8.657 8.195 -14.231
F 16.392 9.529 -13.688
C 10.814 4.212 -18.872
H 12.992 9.415 -14.999
H 10.388 9.171 -12.756
C 11.770 6.507 -18.377
H 13.459 8.144 -15.886
Br 12.601 11.801 -16.708
O 12.775 8.790 -15.695

Gap between HOMO and LUMO, eV: 1.81
LUMO level, eV: 4.78
Charge: -3
HOMO level, Ha: 0.1093
Electronic energy, a.u.: -7614.19034

Results of the natural (NBO) charge analysis, in e, for atoms 1 through 6: atom 1 (C): 0.711, atom 2 (O): -0.895, atom 3 (S): 2.311, atom 4 (H): 0.067, atom 5 (Br): -0.099, atom 6 (H): 0.197


The following is a DFT calculation (ωB97M-V/def2-TZVPD) of a structure of composition C32H40AsBrN4O2P2RuS4 in a non-equilibrium geometry.

Element x y z (Å)
H -3.486 -1.567 -1.583
C 1.340 1.524 -3.514
H -0.785 -4.769 -2.812
H 3.647 -1.885 0.633
H -0.911 2.224 -2.103
C -1.926 -1.123 0.696
C 0.220 -4.621 -2.415
H 2.188 3.412 -2.903
H 1.268 2.303 1.229
H 3.694 -1.222 2.276
H -4.307 0.712 -1.792
C 1.080 0.170 2.680
C 1.820 5.619 1.355
C -0.892 -1.388 1.639
H 1.388 1.049 -6.875
H 0.957 -4.726 -3.208
H -2.225 2.974 0.381
N -1.180 -1.776 2.858
H 2.192 -3.759 3.522
H -2.827 -0.629 -2.958
H -2.036 -2.443 5.229
H -4.350 2.091 -0.690
H 2.085 2.705 -5.131
C 1.934 -2.444 1.849
C 1.801 5.900 0.001
C 1.634 2.545 -2.544
S 3.251 -0.050 -1.283
C 1.418 3.318 0.905
N -3.192 -1.271 0.992
C 3.411 -2.087 1.677
C -4.149 -2.250 4.904
C -2.486 -1.894 3.204
N 0.770 0.363 -3.114
N 1.264 2.458 -1.320
H 2.091 -2.071 3.998
S 5.550 3.910 -0.105
C -5.162 -1.954 3.975
H 2.098 0.551 2.727
H 4.021 -2.936 1.999
H 2.197 -4.524 1.364
H -2.511 2.980 -2.126
H 0.624 -2.943 3.514
H -6.195 -1.946 4.298
C -1.889 1.934 0.368
H 0.381 1.002 2.580
C 1.622 4.330 1.819
H 0.566 -3.913 1.011
C -3.916 1.099 -0.851
H 1.930 6.917 -0.343
Br 2.041 7.048 2.589
P 0.872 -0.973 1.247
C -3.506 -1.629 2.263
H 0.395 -5.376 -1.648
C 0.317 -3.245 -1.760
H 0.180 -1.004 -6.122
Ru 0.890 -0.177 -1.044
C -2.389 1.216 -0.887
H -2.137 -2.206 -2.534
As 5.801 1.828 0.272
C 1.596 1.777 -4.868
C 1.450 3.551 -0.472
O -0.570 -2.992 -0.901
C 0.371 -0.492 -4.053
H -2.222 1.497 -3.047
C 1.682 -2.814 3.316
C -1.980 2.024 -2.120
H -0.797 1.925 0.379
C 1.205 0.870 -5.824
H -0.108 -1.396 -3.707
H -5.620 -1.439 1.944
H -4.231 0.444 -0.046
P -1.468 -0.462 -0.949
C -4.853 -1.665 2.672
C 0.547 -0.282 -5.406
S 3.616 1.001 0.394
H -2.256 1.451 1.276
H -4.414 -2.484 5.926
H 1.925 -3.491 -0.045
H 1.635 4.121 2.879
O 1.261 -2.496 -2.093
H 1.575 5.116 -1.959
C 1.614 4.874 -0.905
S 6.520 1.553 2.252
C 1.629 -3.669 0.987
C -2.832 -2.230 4.528
C -2.586 -1.303 -2.137
H 0.828 -0.372 3.588

Gap between HOMO and LUMO (alpha / beta), eV: 4.83 / 4.77
⟨S²⟩: 0.763
LUMO level (alpha / beta), eV: 1.08 / 1.08
Charge: -1
Multiplicity: 2
HOMO level (alpha / beta), Ha: -0.1377 / -0.1356
Electronic energy, a.u.: -8793.20628

Results of the Mulliken charge analysis, in e, for atoms 1 through 6: atom 1 (H): 0.383, atom 2 (C): 0.524, atom 3 (H): 0.334, atom 4 (H): 0.185, atom 5 (H): 0.088, atom 6 (C): -0.191